1.
15
Properties=species:S:1:pos:R:3:forces:R:3 method="wB97M-V/def2-TZVPD" lumo_energy_ev=0.24 orbital_gap_ev=8.45 de_lowest_kcal_mol=39.1
C -0.3882 -0.9951 0.7178 0.000 -1.618 -1.806
C 0.7357 -0.0146 0.2440 0.049 2.010 1.435
C -1.6489 -0.2851 0.1456 4.793 2.444 0.949
C -0.1705 1.2722 0.2646 -3.647 -2.323 -0.641
C 1.4743 -0.1214 -1.0882 1.597 -4.528 2.241
F -2.5739 -0.2100 1.0545 -1.910 0.120 1.099
F -0.2669 2.1121 -0.8038 0.787 -0.562 0.772
I -2.3587 -0.5655 -1.7382 -0.216 -0.190 -0.902
I -0.4453 2.2848 2.1197 0.212 -0.193 -0.573
H -0.3079 -2.1221 0.4380 0.170 1.845 0.272
H -0.5577 -0.9726 1.7931 0.371 0.208 0.061
H 1.4919 0.2159 1.0387 -0.488 -0.897 -0.503
H 1.0664 0.4033 -1.8377 -1.812 1.863 -2.700
H 1.4485 -1.2697 -1.4017 0.528 2.434 0.504
H 2.5012 0.2678 -0.9463 -0.434 -0.615 -0.207

***

2.
88
Properties=species:S:1:pos:R:3:forces:R:3 method="wB97M-V/def2-TZVPD" spin_multiplicity=3 lumo_energy_ev="4.27 / 4.26" orbital_gap_ev="5.35 / 5.33" de_lowest_kcal_mol=0.0 charge=-2
W 0.5361 -0.5721 1.5859 1.029 0.804 -0.636
O -3.2104 -2.4909 0.9569 0.000 0.133 0.100
As -2.5558 -1.4299 2.2465 -0.124 0.002 -0.275
O -3.7989 -0.7205 3.0214 -0.012 -0.042 0.127
O -1.5797 -0.3508 1.3644 1.018 -0.422 0.462
C -1.7499 -2.8929 3.2803 -0.036 -0.149 0.033
C -2.5335 -4.0475 3.2107 -0.007 0.070 0.071
C -2.1423 -5.2224 3.8279 -0.021 -0.065 0.040
C -0.9510 -5.2781 4.5343 -0.052 -0.078 -0.030
C -0.1717 -4.1435 4.6312 -0.120 0.126 0.065
C -0.5763 -2.9550 4.0300 0.306 -0.145 -0.145
S 0.6170 -1.6299 4.1540 -0.406 -1.184 0.853
O 1.1198 -1.6593 5.4949 -0.006 0.191 -0.053
O -0.1796 -0.4587 3.7471 -0.451 0.648 -0.351
O 1.6145 -1.8795 3.1009 -0.124 -0.224 -0.223
H -3.7003 -1.9093 0.3602 0.015 -0.025 -0.059
H -3.4531 -4.0282 2.6444 0.000 0.018 -0.017
H -2.7714 -6.1006 3.7424 0.014 -0.008 0.002
H -0.6239 -6.2011 4.9973 -0.018 -0.003 0.005
H 0.7604 -4.1621 5.1797 0.013 0.048 -0.013
O 1.2678 -4.2294 0.2889 -0.117 -0.019 0.208
C 0.4147 -3.3758 0.1612 -0.099 -0.040 -0.063
O -0.0672 -2.5940 1.0951 0.500 0.680 0.060
C -0.3166 -3.1980 -1.1614 -0.060 0.156 -0.088
P -0.3678 -1.4010 -1.6611 -0.121 -0.303 0.086
C -2.1487 -1.2874 -2.1418 -0.027 0.097 -0.060
C -2.8355 -2.1865 -2.9564 0.007 0.050 0.069
C -4.1931 -2.0353 -3.1970 -0.028 -0.014 -0.009
C -4.8916 -0.9890 -2.6087 -0.005 0.037 0.015
C -4.2256 -0.0978 -1.7777 -0.043 -0.039 0.002
C -2.8630 -0.2419 -1.5522 -0.003 -0.257 0.118
C 0.5340 -1.4572 -3.2720 0.006 0.056 -0.074
C 0.3345 -2.3751 -4.3034 0.010 0.034 0.050
C 1.0796 -2.3089 -5.4710 0.000 -0.013 -0.012
C 2.0519 -1.3286 -5.6205 0.036 0.007 -0.015
C 2.2797 -0.4240 -4.5945 0.024 -0.007 -0.057
C 1.5274 -0.4889 -3.4310 -0.096 -0.006 0.075
H -1.3489 -3.4893 -0.9512 -0.003 -0.022 -0.063
H 0.1124 -3.8436 -1.9268 -0.006 0.014 0.006
H -2.3185 -3.0345 -3.3865 0.011 0.003 -0.019
H -4.7116 -2.7455 -3.8309 0.000 0.001 -0.001
H -5.9545 -0.8768 -2.7877 -0.001 -0.004 0.010
H -4.7636 0.7080 -1.2936 -0.017 0.008 -0.003
H -2.3442 0.4325 -0.8785 -0.030 -0.060 0.005
H -0.3999 -3.1626 -4.1949 -0.010 -0.001 -0.004
H 0.9062 -3.0279 -6.2637 0.005 -0.003 0.005
H 2.6393 -1.2816 -6.5304 -0.003 0.006 0.000
H 3.0497 0.3316 -4.6906 0.001 0.006 -0.014
H 1.7196 0.2023 -2.6161 -0.018 -0.010 -0.002
C 5.1930 -0.3528 0.1780 0.027 -0.008 -0.022
C 3.8565 -0.1463 0.8472 -0.055 0.058 -0.153
S 2.5137 -0.9670 0.0657 -0.711 -0.156 0.565
C 3.7269 0.6127 1.9390 -0.071 0.095 -0.050
C 4.9074 1.3118 2.5632 0.056 0.023 0.009
S 2.2007 0.9026 2.7473 -0.079 -0.458 -0.147
H 5.0668 -0.8716 -0.7719 -0.003 0.003 -0.004
H 5.8609 -0.9603 0.7986 -0.003 -0.004 0.006
H 5.6993 0.5972 -0.0178 -0.002 0.014 0.001
H 5.7812 0.6563 2.6152 0.000 -0.007 -0.008
H 4.6693 1.6338 3.5771 -0.010 -0.004 0.009
H 5.1972 2.2008 1.9917 -0.012 0.013 -0.010
C 1.1217 3.7243 -2.3487 -0.128 -0.030 -0.047
Si -0.3941 2.8896 -1.5152 -0.021 0.256 -0.139
C -1.6437 4.3252 -1.3250 0.081 -0.134 -0.101
C -1.2382 1.9351 -2.9316 0.018 0.132 0.090
As 0.5486 1.8498 0.3767 0.175 -0.135 -0.328
Si 0.3745 3.7328 1.7059 -0.462 0.252 0.137
C -1.4338 4.2427 2.0504 0.141 -0.014 0.044
C 1.2469 5.1896 0.8263 -0.007 -0.062 0.085
C 1.0824 3.7599 3.4597 0.063 -0.029 -0.168
H 1.0944 3.5382 -3.4273 0.021 0.033 -0.026
H 2.0576 3.3266 -1.9566 -0.009 -0.047 0.022
H 1.1291 4.8085 -2.1958 -0.045 -0.052 0.023
H -1.7199 4.7851 -2.3171 -0.062 0.038 -0.001
H -1.3622 5.0977 -0.6122 0.063 -0.015 0.009
H -2.6318 3.9549 -1.0452 -0.034 -0.026 0.004
H -1.1329 2.5608 -3.8237 0.006 0.033 -0.024
H -2.3054 1.7988 -2.7451 0.122 0.096 -0.040
H -0.8226 0.9592 -3.1656 0.102 -0.046 -0.012
H -2.1285 3.9947 1.2515 0.053 -0.014 -0.033
H -1.5138 5.3149 2.2626 0.000 0.024 0.036
H -1.7582 3.6959 2.9398 -0.026 -0.002 0.017
H 0.5858 5.7723 0.1823 -0.031 -0.021 0.001
H 2.0851 4.8457 0.2169 -0.011 -0.031 0.069
H 1.6402 5.8562 1.6006 -0.006 0.070 -0.027
H 0.7084 2.9395 4.0721 -0.037 0.021 -0.016
H 0.7494 4.7091 3.8931 -0.006 0.063 0.063
H 2.1714 3.7142 3.4815 -0.025 0.020 -0.016

***

3.
75
Properties=species:S:1:pos:R:3:forces:R:3 method="wB97M-V/def2-TZVPD" lumo_energy_ev=-0.03 smiles=CCO.CCO.CCO.CCO.CCO.CO.CO.CO.O.O.O.O orbital_gap_ev=8.70 de_lowest_kcal_mol=0.0
C -0.0808 -3.5734 2.1074 -0.292 -0.045 0.000
C -1.6256 -3.6759 2.3365 1.373 -0.416 -1.053
O -1.8902 -3.3026 3.6330 -0.427 0.628 2.030
H 0.5161 -3.9224 2.9500 -0.540 -0.414 0.333
H 0.2851 -2.5525 1.9980 -0.484 0.198 -0.311
H 0.2865 -4.1452 1.2552 -0.304 0.104 -0.214
H -2.0175 -4.6854 2.2123 0.426 -0.319 -0.476
H -2.2056 -3.0348 1.6726 0.273 0.147 -0.540
H -2.7040 -3.7366 3.8995 -0.007 0.171 0.215
C 1.7594 -3.9879 -2.3156 -0.885 1.019 0.040
C 3.1523 -4.2372 -1.8451 0.715 -0.789 -0.141
O 3.2376 -5.6744 -1.8842 0.187 -0.111 0.016
H 1.0603 -4.6897 -1.8607 0.103 -0.085 0.066
H 1.6547 -4.0524 -3.3986 0.195 -0.247 -0.022
H 1.4241 -2.9860 -2.0476 0.046 0.169 0.105
H 3.4254 -3.8371 -0.8687 -0.610 -0.106 0.298
H 3.8822 -3.7679 -2.5047 0.050 -0.118 -0.408
H 4.1084 -6.0137 -1.6647 0.155 0.318 0.049
C -3.9366 0.2689 -1.5980 1.739 -1.075 -0.531
C -4.9861 1.1370 -1.0625 -1.304 -0.295 0.580
O -5.0009 2.3751 -1.6999 0.358 1.131 -0.384
H -3.8237 -0.6623 -1.0429 -0.499 -0.168 0.068
H -2.9474 0.7024 -1.4507 0.033 0.469 -0.141
H -4.0254 0.0216 -2.6559 -0.253 0.115 -0.075
H -4.8077 1.2072 0.0105 -0.154 0.343 0.309
H -5.9876 0.7346 -1.2151 -0.010 -0.670 0.253
H -5.8950 2.7194 -1.6393 0.108 0.185 -0.041
C 2.0441 0.4470 -2.5978 1.487 -0.354 1.368
C 2.9401 1.4759 -1.8567 -1.369 -0.253 -0.967
O 2.9068 2.6669 -2.5804 1.055 1.032 -0.418
H 1.0195 0.7825 -2.7579 0.108 0.150 0.157
H 2.0981 -0.3737 -1.8825 -0.605 -0.587 -0.390
H 2.4779 0.1224 -3.5436 -0.033 0.215 0.020
H 3.9698 1.1379 -1.7403 -0.027 -0.092 -0.206
H 2.5428 1.6655 -0.8595 -0.064 -0.237 0.297
H 2.0554 3.0706 -2.3964 -0.325 0.116 0.036
C 2.8722 2.6527 2.0549 0.157 -0.916 0.031
C 2.3843 2.3243 3.4595 -0.289 -0.094 -1.120
O 2.2295 3.5934 4.0202 -0.039 1.119 1.745
H 3.8822 3.0594 2.1051 -0.008 0.105 0.194
H 2.2279 3.4385 1.6605 -0.039 -0.325 -0.351
H 2.9507 1.7668 1.4247 -0.269 0.066 -0.279
H 3.0630 1.6537 3.9865 0.310 0.362 0.322
H 1.4029 1.8572 3.5423 0.027 -0.476 -0.730
H 1.2953 3.7203 4.2013 0.219 0.165 0.129
C -2.2025 4.1494 0.5398 -1.108 -0.371 0.220
O -1.1441 3.2157 0.5954 0.740 0.544 -0.516
H -3.0915 3.5577 0.3215 -0.460 0.371 0.052
H -2.3241 4.6602 1.4950 -0.057 0.035 0.087
H -2.1443 4.9223 -0.2266 0.691 -0.296 -0.180
H -1.1242 2.8918 1.4989 0.156 -0.412 0.298
C -1.2352 0.9191 3.8484 0.351 -0.626 -0.183
O -1.3013 2.1977 3.2549 0.077 0.752 0.001
H -1.8979 0.8040 4.7060 -0.345 -0.023 -0.259
H -1.4516 0.2408 3.0230 -0.281 -0.239 0.422
H -0.2360 0.6682 4.2046 0.205 0.113 -0.037
H -1.0863 2.8728 3.9027 -0.081 0.030 0.119
C -0.2264 0.0804 0.1401 -0.856 -0.071 -0.922
O 0.1514 -1.1424 -0.4556 1.066 -0.522 1.013
H 0.4990 0.5375 0.8130 0.370 -0.510 -0.112
H -0.3821 0.7577 -0.6996 -0.305 0.596 0.405
H -1.1492 -0.1253 0.6826 -0.233 0.584 0.188
H -0.4496 -1.3356 -1.1789 -0.138 0.069 -0.229
O -1.4265 -1.7119 -2.5291 -0.073 -0.122 -0.137
H -1.8278 -2.5807 -2.5506 -0.051 -0.384 0.061
H -1.9267 -1.2008 -3.1655 -0.165 0.307 -0.078
O 0.3606 -1.0665 -4.8188 0.109 -0.070 -0.426
H -0.4820 -0.6227 -4.9156 -0.082 0.176 -0.128
H 0.3011 -1.5130 -3.9742 0.042 -0.124 0.340
O 0.5223 3.7558 -1.5949 0.195 0.156 -0.626
H 0.0619 3.4432 -0.8161 -0.414 -0.299 0.654
H 0.8757 4.6078 -1.3389 0.109 0.255 0.035
O 2.6854 -1.5768 0.3267 0.907 -0.039 0.257
H 1.7634 -1.5771 0.0695 -0.781 0.016 -0.407
H 2.6681 -1.5196 1.2820 0.126 -0.030 0.224

***

4.
35
Properties=species:S:1:pos:R:3:forces:R:3 method="wB97M-V/def2-TZVPD" lumo_energy_ev=0.92 orbital_gap_ev=3.65 de_lowest_kcal_mol=0.0 charge=-1
C 2.2471 -0.8256 3.5982 0.307 0.153 0.036
C 0.9165 -0.2148 3.1851 -1.410 -1.168 -0.792
C -0.1458 -1.1388 2.8233 1.057 0.447 1.537
C -1.5171 -0.8305 3.0848 -0.675 0.006 -0.137
C -2.0026 0.5080 3.1024 -0.177 -0.052 0.018
C -3.3421 0.7885 3.3439 0.058 -0.589 0.046
C -4.2513 -0.2464 3.5974 -0.070 -0.005 0.068
C -3.7943 -1.5732 3.6380 0.140 0.285 -0.191
C -2.4602 -1.8702 3.3799 0.071 0.546 -0.170
O 0.8059 1.0221 3.1614 0.420 0.169 0.271
H 2.3394 -1.8923 3.3633 -0.083 0.183 0.052
H 3.0536 -0.2668 3.1136 0.018 -0.079 0.025
H 2.3680 -0.6888 4.6826 -0.058 -0.082 -0.211
H 0.0889 -2.2049 2.8254 0.072 0.154 0.282
H -1.2890 1.3114 2.9383 -0.198 -0.245 -0.046
H -3.6804 1.8232 3.3313 0.015 -0.145 0.014
H -5.3053 -0.0219 3.7672 0.233 -0.076 0.007
H -4.4978 -2.3772 3.8655 0.175 0.166 -0.062
H -2.1129 -2.9077 3.4166 -0.078 0.329 -0.022
O 2.8276 0.8493 -7.4138 -1.615 0.828 1.119
N 1.8469 1.3850 -6.8492 0.398 0.528 -2.688
O 1.0440 2.1270 -7.4643 1.374 -1.307 1.180
C 1.6295 1.1451 -5.4588 -0.376 -0.248 1.592
C 0.5240 1.7439 -4.8236 0.401 -0.245 -0.120
C 0.2847 1.4926 -3.4804 0.040 -0.170 0.269
C 1.1153 0.6224 -2.7318 0.101 -0.159 -0.109
N 0.8076 0.3620 -1.3937 -0.407 0.300 0.094
C 0.9654 -0.4893 -0.5272 1.037 -0.465 -1.376
S 1.2418 -1.6369 0.4889 -0.323 0.759 -0.775
C 2.2393 0.0618 -3.3840 -0.124 0.009 0.083
C 2.4957 0.3096 -4.7289 -0.414 0.365 -0.226
H -0.1268 2.3906 -5.4103 0.172 -0.183 0.251
H -0.5647 1.9552 -2.9774 0.230 -0.163 -0.135
H 2.9043 -0.5842 -2.8144 -0.141 0.104 -0.117
H 3.3446 -0.1282 -5.2491 -0.172 0.050 0.234

***

5.
24
Properties=species:S:1:pos:R:3:forces:R:3 method="wB97M-V/def2-TZVPD" lumo_energy_ev=-6.50 orbital_gap_ev=10.48 de_lowest_kcal_mol=2.0 charge=+2
Zn 0.0588 0.5428 -0.8332 -1.015 -0.838 0.448
O -2.0601 0.2961 -1.1147 -0.360 -0.035 -0.384
H -2.5440 0.1407 -1.9404 0.143 0.000 0.136
H -2.7043 0.7004 -0.5154 0.200 -0.057 -0.001
O 2.0449 0.7715 -0.5386 0.983 0.522 0.480
H 2.7519 0.1105 -0.4599 -0.275 -0.003 -0.099
H 2.2595 1.4503 0.1239 0.034 -0.138 -0.213
O 0.2653 1.7269 -2.5127 0.552 0.563 -0.434
H -0.0309 1.7252 -3.4366 -0.159 -0.109 0.253
H 1.1381 2.1546 -2.5292 -0.212 -0.057 -0.085
O -0.5024 2.2003 0.2796 -0.001 0.800 0.420
H -0.6443 2.2342 1.2389 0.063 -0.195 -0.197
H -0.6544 3.1054 -0.0388 0.026 -0.255 -0.066
O 0.4464 -1.1477 -1.9564 0.137 -0.662 -0.496
H 1.2015 -1.2999 -2.5450 -0.163 0.126 0.068
H -0.0670 -1.9701 -1.9811 0.036 0.205 0.168
C -0.1637 -1.3015 1.9111 1.868 0.536 0.211
O -0.1705 -0.5867 0.8745 -0.501 -0.175 0.492
N 0.8386 -1.1548 2.8374 -0.964 -0.663 -0.139
N -1.0274 -2.2931 2.1403 -0.088 0.429 -0.432
H 1.4678 -0.3809 2.9027 -0.082 0.281 -0.426
H 0.8945 -1.8078 3.6000 -0.003 0.022 0.109
H -1.0396 -2.7640 3.0251 -0.176 -0.185 0.058
H -1.7587 -2.4527 1.4687 -0.044 -0.112 0.128

***

6.
8
Properties=species:S:1:pos:R:3:forces:R:3 method="wB97M-V/def2-TZVPD" lumo_energy_ev="-1.88 / -0.92" orbital_gap_ev="7.21 / 8.00" de_lowest_kcal_mol=60.4
C 1.2727 0.0860 0.2273 -3.441 4.523 -3.248
C -0.3437 0.3039 0.4585 2.939 0.304 1.504
N 1.6987 -0.8289 0.7951 3.043 -4.524 2.855
S -0.6013 1.9795 0.5790 -0.770 2.092 0.338
S -0.4846 2.3373 2.4951 -0.010 0.170 -0.094
H 1.6243 0.7823 -0.5708 0.333 -0.545 0.633
H -0.6929 -0.1345 -0.3788 -1.746 -1.281 -2.765
H -0.6134 -0.1695 1.3617 -0.349 -0.739 0.776